[1]
Here is a cluster of 2 separate species, CH6IN4 in total from the Open Molecules 2025 dataset. Energies are from the ωB97M-V functional and the def2-TZVPD basis.

Summary:
M	200.99	g mol⁻¹
E_LUMO	-3.7329	eV
charge	+1
energy above the lowest of the compared OMol25 structures with the same formula, charge and spin	25.7	kcal per mole
HOMO level	-13.11	eV
HOMO-LUMO gap	9.4	eV
multiplicity	1

```
12
Properties=species:S:1:pos:R:3:forces:R:3:nbo_charge:R:1
I 3.8985 -0.2523 0.2665 0.451 -0.565 0.869 0.379
N -1.8935 -1.0136 1.2452 -1.302 -1.168 2.111 -0.608
N 0.6029 -0.5169 -1.4274 0.810 1.641 -0.702 -0.826
N -0.9553 -0.5903 0.4185 -2.265 -0.574 2.504 -0.126
N 2.9440 0.6987 -1.2139 -0.456 3.036 -0.851 -1.047
C -0.2549 -0.5586 -0.4768 1.517 -0.058 -1.859 0.675
H 3.5242 0.6191 -2.0628 -0.407 0.125 0.458 0.412
H -2.4943 -0.3436 1.7335 0.765 0.437 -0.888 0.413
H 1.4936 0.2278 -1.3645 -0.092 -1.474 0.371 0.457
H -1.7913 -1.8306 1.9175 0.956 1.131 -1.816 0.423
H 0.2538 -0.4924 -2.3855 -0.320 -0.432 0.316 0.433
H 2.8967 1.7504 -0.9767 0.344 -2.099 -0.513 0.415
```
Positions in Å, forces in eV/Å.

=====

[2]
Here is a cluster of 3 separate species, CH6N2 in total from the Open Molecules 2025 dataset. Energies are from the ωB97M-V functional and the def2-TZVPD basis.

Summary:
M	46.07	g mol⁻¹
E_LUMO (alpha / beta)	0.4949 / 0.2249	eV
energy above the lowest of the compared OMol25 structures with the same formula, charge and spin	155.5	kcal per mole
HOMO level (alpha / beta)	-7.31 / -7.05	eV
HOMO-LUMO gap (alpha / beta)	7.8 / 7.3	eV
multiplicity	1

```
9
Properties=species:S:1:pos:R:3:forces:R:3:nbo_charge:R:1
N 0.2835 -0.3371 0.4953 0.006 -3.810 -0.247 -0.132
N 1.3414 0.1656 -0.0385 0.023 0.404 -0.544 -0.534
C -0.9397 -0.0109 0.0018 -0.260 5.100 2.630 -0.367
H -0.5407 -1.6464 -0.3280 1.341 -0.110 0.250 -0.044
H -0.8024 1.2824 0.8989 -1.089 -0.833 -1.709 -0.120
H 2.2217 -0.1031 0.3750 -0.189 0.008 -0.194 0.393
H -1.7965 -0.3898 0.5270 0.059 -0.430 -0.185 0.246
H 1.3137 0.5993 -0.9589 0.122 -0.033 0.240 0.362
H -1.0810 0.4400 -0.9726 -0.014 -0.296 -0.241 0.196
```
Positions in Å, forces in eV/Å.

=====

[3]
Here is a cluster of 2 separate species, CH6N2O2 in total from the Open Molecules 2025 dataset. Energies are from the ωB97M-V functional and the def2-TZVPD basis.

Summary:
M	78.07	g mol⁻¹
E_LUMO	0.8258	eV
energy above the lowest of the compared OMol25 structures with the same formula, charge and spin	11.3	kcal per mole
SMILES	NC(N)=O.O
HOMO level	-9.83	eV
HOMO-LUMO gap	10.7	eV
multiplicity	1

```
11
Properties=species:S:1:pos:R:3:forces:R:3:nbo_charge:R:1
O -0.4368 -0.4504 0.9864 -0.611 0.361 0.253 -0.649
O -2.1351 1.2375 -0.8489 -0.729 0.357 0.849 -0.948
N 1.6738 -1.1723 0.5776 -0.308 0.206 -0.230 -0.870
N 0.7319 0.4136 -0.8069 -0.630 0.384 1.116 -0.861
C 0.5507 -0.3759 0.2980 1.539 -0.512 -0.385 0.782
H -2.8780 0.7274 -0.4595 0.809 0.257 -0.437 0.484
H 1.5181 -1.6449 1.4479 0.301 -0.206 0.222 0.394
H -0.0065 1.0827 -0.9759 0.107 -0.503 -0.570 0.421
H 2.6058 -0.7945 0.4340 -0.473 -0.066 0.074 0.384
H -1.8769 1.8152 -0.1044 -0.189 -0.411 -0.444 0.470
H 1.3718 0.1061 -1.5016 0.184 0.133 -0.450 0.395
```
Positions in Å, forces in eV/Å.

=====

[4]
Here is a cluster of 2 separate species, CH6N2O2 in total from the Open Molecules 2025 dataset. Energies are from the ωB97M-V functional and the def2-TZVPD basis.

Summary:
M	78.07	g mol⁻¹
E_LUMO	0.7500	eV
energy above the lowest of the compared OMol25 structures with the same formula, charge and spin	6.4	kcal per mole
SMILES	NC(N)=O.O
HOMO level	-10.38	eV
HOMO-LUMO gap	11.1	eV
multiplicity	1

```
11
Properties=species:S:1:pos:R:3:forces:R:3:nbo_charge:R:1
O 0.6823 0.9558 0.4893 -1.669 -1.742 0.304 -0.684
O 1.2786 0.4916 -2.1056 -1.583 0.009 2.424 -1.013
N -0.6942 -0.2513 1.9072 -1.169 -0.324 -0.607 -0.848
N -0.7687 -0.6467 -0.3959 0.301 -0.148 0.566 -0.857
C -0.1978 0.0689 0.6490 0.538 0.729 -0.281 0.790
H -0.3401 -0.4916 -1.3121 -0.137 -0.194 0.456 0.439
H -0.3942 0.3693 2.6516 -0.220 -0.191 -0.298 0.409
H 2.0531 0.8444 -2.4792 1.462 0.655 -0.743 0.470
H 1.2281 0.8515 -1.1385 0.141 -0.648 -1.717 0.504
H -1.6857 -0.6076 1.9426 1.822 0.716 0.071 0.395
H -1.1615 -1.5844 -0.2083 0.515 1.137 -0.174 0.394
```
Positions in Å, forces in eV/Å.

=====

[5]
Here is a cluster of 2 separate species, CH6N2O2S in total from the Open Molecules 2025 dataset. Energies are from the ωB97M-V functional and the def2-TZVPD basis.

Summary:
M	110.14	g mol⁻¹
E_LUMO	0.7164	eV
energy above the lowest of the compared OMol25 structures with the same formula, charge and spin	0.0	kcal per mole
SMILES	[H]/N=C\N.OSO
HOMO level	-8.38	eV
HOMO-LUMO gap	9.1	eV
multiplicity	1

```
12
Properties=species:S:1:pos:R:3:forces:R:3:nbo_charge:R:1
S -0.3878 -0.3408 2.2214 0.379 0.416 0.203 0.737
O 1.2713 -0.3029 2.1820 -0.244 -0.135 -0.311 -0.872
O -0.7928 1.2108 2.0066 -0.129 -0.002 0.407 -0.886
N -0.3711 1.1853 -0.6542 0.098 0.788 0.020 -0.774
N -0.1030 -1.0617 -1.3373 0.169 -0.207 -0.242 -0.811
C -0.7502 -0.0175 -0.7651 -0.281 -0.447 -0.274 0.312
H -0.7483 1.4642 1.0459 0.148 -0.264 -0.083 0.511
H 0.8778 -0.9745 -1.5522 -0.066 0.001 0.061 0.389
H -0.4377 -1.9945 -1.1662 0.012 0.099 0.019 0.397
H 0.5660 1.3709 -1.0039 0.040 -0.149 0.010 0.342
H 1.6220 -0.0034 3.0274 -0.123 0.019 0.178 0.483
H -1.7503 -0.2571 -0.4143 -0.004 -0.119 0.013 0.170
```
Positions in Å, forces in eV/Å.

=====

[6]
Here is the molecule CH6N2O2SSi from the Open Molecules 2025 dataset. Energies are from the ωB97M-V functional and the def2-TZVPD basis.

Summary:
M	138.22	g mol⁻¹
E_LUMO	0.6085	eV
energy above the lowest of the compared OMol25 structures with the same formula, charge and spin	20.2	kcal per mole
HOMO level	-8.07	eV
HOMO-LUMO gap	8.7	eV
multiplicity	1

```
13
Properties=species:S:1:pos:R:3:forces:R:3:nbo_charge:R:1
S -2.0297 0.8138 0.2399 -0.746 1.928 0.077 0.820
Si 1.2160 0.2800 -0.4528 0.845 -1.727 -1.710 1.596
O -0.1703 -0.6886 -0.8489 2.214 1.023 -0.331 -0.769
O -3.4544 0.4858 0.5849 -0.186 -0.122 0.156 -0.983
N -2.1553 -1.6381 -0.3382 -1.833 2.446 0.492 -0.804
N 0.8924 1.7635 0.2625 -0.386 -1.131 0.093 -1.332
C -1.3732 -0.4944 -0.4767 -2.947 -3.288 1.763 0.270
H -3.1957 -1.5161 -0.1245 2.237 0.201 -0.372 0.442
H 1.7697 0.3779 -1.7986 0.202 0.433 -0.352 -0.247
H 1.5029 2.5346 0.4061 0.198 0.364 0.032 0.425
H -0.0948 1.9038 0.3736 -0.085 0.822 0.453 0.405
H 2.0723 -0.8357 0.0526 -0.201 0.613 0.794 -0.212
H -1.9122 -2.4290 -0.8413 0.687 -1.561 -1.093 0.390
```
Positions in Å, forces in eV/Å.

=====

[7]
Here is the molecule CH6N2O3S from the Open Molecules 2025 dataset. Energies are from the ωB97M-V functional and the def2-TZVPD basis.

Summary:
M	126.14	g mol⁻¹
E_LUMO	0.4214	eV
energy above the lowest of the compared OMol25 structures with the same formula, charge and spin	71.1	kcal per mole
SMILES	CONS(N)(=O)=O
HOMO level	-9.62	eV
HOMO-LUMO gap	10.0	eV
multiplicity	1

```
13
Properties=species:S:1:pos:R:3:forces:R:3:nbo_charge:R:1
S 2.1334 0.0691 0.0964 -4.907 0.184 -0.777 2.304
O 3.2171 0.9239 0.0141 2.941 1.529 -0.651 -0.908
O -0.4727 0.3548 -0.0633 -0.340 -0.722 -0.771 -0.458
O 1.8897 -0.7449 1.2292 -0.323 -0.144 0.182 -0.893
N 0.5851 1.2720 -0.2525 1.400 -2.060 5.390 -0.472
N 1.8720 -0.8262 -1.3152 1.742 -0.515 2.621 -0.998
C -1.1439 0.4447 1.2138 -0.466 2.059 -1.284 -0.263
H -1.9154 1.2484 1.0679 0.883 -0.111 0.626 0.176
H 2.0971 -0.1174 -1.9431 0.261 0.981 -2.240 0.368
H 0.8956 -0.9971 -1.2590 -1.255 -0.448 -0.335 0.399
H -1.8046 -0.4259 1.2792 1.027 -0.353 0.467 0.208
H 0.6627 1.3491 -1.2039 -0.008 0.296 -3.103 0.327
H -0.3832 0.7152 1.9781 -0.954 -0.696 -0.125 0.211
```
Positions in Å, forces in eV/Å.

=====

[8]
Here is a structure of composition CH6N2OP2 from the Open Molecules 2025 dataset. Energies are from the ωB97M-V functional and the def2-TZVPD basis.

Summary:
M	124.02	g mol⁻¹
E_LUMO	0.5887	eV
energy above the lowest of the compared OMol25 structures with the same formula, charge and spin	52.5	kcal per mole
HOMO level	-8.43	eV
HOMO-LUMO gap	9.0	eV
multiplicity	1

```
12
Properties=species:S:1:pos:R:3:forces:R:3:nbo_charge:R:1
P -0.9830 -0.8352 -0.4050 2.815 -0.404 1.234 1.069
P -1.7417 1.7820 -0.5155 0.184 -1.738 1.217 0.436
O 3.0309 -0.3540 -0.5981 1.044 0.098 0.104 -0.498
N 1.5049 -0.7178 1.1374 0.786 -0.035 3.594 -0.789
N -0.9969 0.4604 0.5084 -1.620 1.040 -1.902 -1.259
C 2.4409 -0.5151 0.3890 -1.518 -0.032 -0.598 0.845
H -0.5274 2.1983 -0.9747 0.947 0.752 -0.807 -0.062
H 0.0454 -1.1815 -1.3767 -0.322 0.891 0.130 -0.094
H 1.4848 -0.6255 2.2199 0.185 -0.123 -3.004 0.444
H -1.7564 2.7988 0.4364 -0.129 0.247 0.453 -0.035
H -2.0097 -1.1419 -1.2397 -1.293 -0.416 -0.288 -0.048
H -0.4917 -1.8686 0.4186 -1.079 -0.281 -0.133 -0.008
```
Positions in Å, forces in eV/Å.

=====

[9]
Here is a cluster of 2 separate species, CH6N2S in total from the Open Molecules 2025 dataset. Energies are from the ωB97M-V functional and the def2-TZVPD basis.

Summary:
M	78.14	g mol⁻¹
E_LUMO	0.9676	eV
energy above the lowest of the compared OMol25 structures with the same formula, charge and spin	5.7	kcal per mole
SMILES	[H]/N=C/N.S
HOMO level	-9.59	eV
HOMO-LUMO gap	10.6	eV
multiplicity	1

```
10
Properties=species:S:1:pos:R:3:forces:R:3:nbo_charge:R:1
S -0.4417 0.0879 2.1858 -0.397 -0.012 -0.211 -0.277
N -0.8209 0.0047 -1.5288 1.439 -0.806 -0.154 -0.833
N 1.4866 0.0346 -1.2046 0.511 -0.391 -0.237 -0.695
C 0.4978 -0.1143 -1.9738 -1.237 -0.001 -0.162 0.278
H -0.8387 0.1788 -0.5465 -0.349 0.629 0.471 0.382
H -1.6909 0.1369 1.6654 0.290 -0.041 0.248 0.134
H -1.3895 0.5582 -2.1247 -0.678 0.335 -0.182 0.381
H 0.5036 -0.4024 -3.0286 0.452 0.147 -0.079 0.140
H 2.3396 -0.1933 -1.7209 -0.108 0.115 0.259 0.341
H -0.0857 -0.8928 1.3438 0.076 0.024 0.047 0.150
```
Positions in Å, forces in eV/Å.

=====

[10]
Here is a cluster of 2 separate species, CH6N2S2 in total from the Open Molecules 2025 dataset. Energies are from the ωB97M-V functional and the def2-TZVPD basis.

Summary:
M	110.21	g mol⁻¹
E_LUMO	0.2564	eV
energy above the lowest of the compared OMol25 structures with the same formula, charge and spin	15.8	kcal per mole
SMILES	[H]/N=C/N.SS
HOMO level	-9.13	eV
HOMO-LUMO gap	9.4	eV
multiplicity	1

```
11
Properties=species:S:1:pos:R:3:forces:R:3:nbo_charge:R:1
S 1.3738 2.0029 -2.9131 -0.269 0.580 0.167 -0.129
S 0.0446 0.5714 -2.2338 0.452 -0.430 -0.212 -0.152
N -0.1580 -0.9086 2.5488 -1.588 -0.304 0.390 -0.717
N -1.0912 -1.0545 0.4667 0.883 -0.336 0.562 -0.843
C -0.2507 -0.4500 1.3691 1.861 -0.595 0.450 0.263
H 1.0642 2.9370 -1.9763 0.258 -0.356 -0.223 0.135
H 0.9938 -0.3919 -2.1278 -0.407 0.237 0.225 0.146
H 0.4669 -0.4148 3.1582 0.722 0.113 -0.207 0.345
H -1.4759 -1.8755 0.9038 -0.741 0.056 -0.268 0.397
H -1.5863 -0.5492 -0.2315 -0.199 0.195 -0.237 0.397
H 0.6187 0.1330 1.0359 -0.972 0.841 -0.646 0.158
```
Positions in Å, forces in eV/Å.